DFT (ωB97M-V/def2-TZVPD) results for a 13-piece molecular cluster, C39H91N13O13 overall in a non-equilibrium geometry.

```
156
Properties=species:S:1:pos:R:3:forces:R:3:lowdin_charge:R:1
C 0.998019 -1.491208 -6.856126 -1.691 -0.113 -1.445 -0.321
O 0.444199 -2.238868 -7.671806 1.256 0.391 1.126 -0.020
N 0.308539 -0.487648 -6.254696 1.267 0.059 1.584 -0.168
C 0.972189 0.486472 -5.359056 -0.185 -0.108 -0.844 -0.037
C -1.119661 -0.501448 -6.188216 -0.997 -0.445 -0.371 -0.048
H 2.069799 -1.536168 -6.608226 -0.016 0.046 -0.040 0.129
H 0.418209 0.713242 -4.448126 -0.143 -0.745 0.176 0.073
H 1.011719 1.454592 -5.858346 0.288 0.085 -0.265 0.083
H 1.984629 0.147702 -5.139326 -0.069 0.091 0.070 0.051
H -1.550141 -1.278798 -6.819486 0.355 0.348 -0.578 0.094
H -1.494201 -0.824488 -5.216896 0.233 0.655 0.483 0.073
H -1.484921 0.485712 -6.471426 -0.370 -0.094 0.114 0.089
C -1.097691 0.030112 -1.262976 -0.771 0.538 -2.670 -0.292
O -1.437821 -0.198658 -2.449296 0.027 0.204 1.830 -0.053
N 0.136949 -0.171448 -0.837266 1.475 -0.789 0.634 -0.138
C 0.618309 0.298462 0.471454 -0.067 -0.181 -0.409 -0.022
C 1.116189 -0.911118 -1.642906 0.866 -0.325 0.361 -0.039
H -1.744651 0.549512 -0.539196 -0.177 -0.305 -0.045 0.129
H 1.630209 0.661962 0.292434 0.075 0.128 0.276 0.072
H 0.642639 -0.461608 1.252344 0.022 -0.250 -0.202 0.066
H 0.005339 1.102582 0.878594 -0.099 0.027 -0.275 0.082
H 1.560869 -1.763708 -1.129636 -0.680 -0.446 0.552 0.081
H 0.807769 -1.291398 -2.616756 -0.653 0.518 0.326 0.063
H 2.059979 -0.381598 -1.773146 -0.251 1.008 -0.173 0.070
C -4.098811 1.904312 -4.250996 -2.716 -0.907 -0.582 -0.312
O -5.265011 1.568382 -4.558946 2.540 0.698 0.631 -0.022
N -3.323341 2.733202 -4.970936 0.464 -0.570 0.124 -0.190
C -1.999501 3.074392 -4.469396 0.264 0.342 -0.645 -0.063
C -3.741431 3.342102 -6.212506 -0.317 0.946 -0.097 -0.049
H -3.584581 1.547832 -3.345076 -0.190 -0.118 0.020 0.122
H -1.935931 4.121282 -4.172606 -0.222 0.167 0.227 0.082
H -1.264801 2.987552 -5.269876 0.055 -0.223 -0.177 0.074
H -1.648291 2.447142 -3.650066 -0.453 -0.158 -0.019 0.073
H -3.265661 2.981332 -7.124426 0.631 -0.189 0.264 0.086
H -4.799921 3.280192 -6.465226 -0.084 -0.372 0.842 0.090
H -3.528261 4.400602 -6.063346 0.083 0.226 -0.556 0.086
C -4.055111 0.772032 1.957444 -0.045 -2.692 -4.083 -0.289
O -4.113741 0.292612 0.770834 -0.036 1.596 3.509 -0.053
N -3.561171 1.954002 2.264024 -0.167 0.711 -0.680 -0.178
C -3.284241 2.242122 3.642864 0.936 1.799 0.098 -0.053
C -3.224051 2.971422 1.239784 -0.529 -0.077 1.278 -0.019
H -4.339971 0.187082 2.845634 -0.099 -0.102 -0.258 0.142
H -3.862621 3.059942 4.072694 -1.085 -0.332 0.029 0.094
H -2.349071 2.802002 3.632724 0.783 -0.727 0.351 0.059
H -3.252531 1.366042 4.290604 0.016 0.142 -0.228 0.087
H -3.600441 2.773892 0.236084 0.184 -0.626 0.298 0.091
H -3.736921 3.872272 1.576724 0.072 0.315 -0.065 0.082
H -2.152661 3.169132 1.273384 0.116 -0.115 -0.281 0.072
C -1.318081 -3.634118 0.516324 -0.809 0.805 -0.286 -0.341
O -2.511101 -3.492868 0.286794 0.670 -0.203 0.101 0.021
N -0.724441 -3.470678 1.712564 -0.179 -1.002 0.166 -0.171
C 0.713189 -3.616518 1.744654 0.379 1.042 1.828 -0.073
C -1.449951 -3.074458 2.935064 1.190 0.041 0.051 -0.016
H -0.545931 -3.801948 -0.250366 -0.390 -0.358 -0.281 0.102
H 1.013469 -4.158228 2.641574 -0.072 -0.481 -0.026 0.085
H 1.071799 -2.611518 1.967094 0.710 0.252 -0.324 0.060
H 1.252959 -4.038698 0.897004 -0.740 0.056 -0.267 0.091
H -2.291811 -3.721668 3.181004 -0.304 0.464 -0.606 0.099
H -0.803791 -3.158308 3.808874 0.489 -0.417 -0.166 0.075
H -1.598861 -1.994738 2.923284 -0.910 -0.054 -0.252 0.083
C 4.030879 -3.001788 0.718204 -0.462 -0.040 1.408 -0.333
O 3.862589 -2.913108 -0.485816 0.416 -0.181 0.118 -0.011
N 4.810219 -3.883098 1.400874 -0.586 -0.207 0.237 -0.170
C 5.529629 -4.847998 0.662514 1.442 -1.248 -1.448 -0.081
C 4.988279 -3.935098 2.871844 -0.128 1.073 -0.509 -0.026
H 3.480309 -2.370108 1.432394 -0.001 0.283 -0.065 0.123
H 5.422839 -5.881558 0.991824 -0.236 0.114 0.557 0.094
H 6.598849 -4.638268 0.632714 0.244 0.085 0.344 0.094
H 5.276229 -4.897638 -0.396456 -0.525 0.482 0.124 0.089
H 5.946849 -3.490978 3.140194 0.160 -0.064 -0.066 0.088
H 4.234819 -3.324438 3.369314 -0.151 -0.035 -0.166 0.081
H 4.960249 -4.935558 3.303584 -0.198 -0.132 -0.525 0.089
C -1.166441 5.305602 3.257944 0.604 -1.524 1.136 -0.311
O -1.076401 4.898252 4.425844 -0.009 1.036 -1.442 -0.021
N -0.175281 5.830722 2.501394 0.127 0.504 3.002 -0.194
C -0.376361 6.088442 1.138244 -0.070 0.368 -1.342 -0.084
C 1.167089 6.141852 3.041994 -0.588 -0.163 -0.162 -0.013
H -2.058251 5.077372 2.653974 -0.154 0.423 0.106 0.109
H 0.080299 7.033212 0.843354 0.197 -0.024 -0.014 0.094
H -1.433921 6.207582 0.902724 -0.015 -0.349 0.003 0.097
H 0.072409 5.270552 0.574544 -0.091 0.095 -0.576 0.090
H 1.830229 5.483482 2.480844 0.569 0.409 0.140 0.076
H 1.379599 7.205922 2.938504 0.132 -0.033 -0.702 0.091
H 1.314709 6.009632 4.113824 -0.675 -0.695 -0.096 0.085
C 5.739019 -0.673698 -2.262336 0.843 0.630 -0.111 -0.327
O 6.682479 0.124612 -2.174396 -1.174 -0.963 0.343 -0.028
N 4.732879 -0.537448 -3.149656 -0.193 0.962 -2.084 -0.155
C 3.801929 -1.568518 -3.548896 -0.878 -0.971 1.014 -0.072
C 4.702029 0.667512 -4.033626 -0.001 -0.151 1.488 -0.028
H 5.584009 -1.542758 -1.604386 0.265 -0.027 -0.069 0.121
H 3.893529 -2.453188 -2.918756 0.598 -0.128 -0.139 0.082
H 3.796719 -1.850758 -4.601706 0.782 0.112 -0.104 0.086
H 2.753229 -1.343998 -3.354176 0.093 0.770 -0.063 0.040
H 5.504659 1.340182 -3.731316 -0.011 -0.171 -0.034 0.078
H 4.785549 0.485712 -5.105106 -0.086 -0.442 0.119 0.090
H 3.756009 1.144452 -3.777356 -0.128 0.247 -0.481 0.075
C 1.467059 0.534932 4.178344 -0.511 -0.558 0.704 -0.328
O 0.338069 0.419382 3.708204 0.564 0.505 0.031 -0.026
N 1.889529 1.491522 5.041134 -3.018 0.980 -0.460 -0.176
C 3.196199 1.570082 5.528604 2.141 -0.525 0.556 -0.097
C 1.022769 2.661632 5.376924 0.110 -0.362 -0.546 -0.020
H 2.217189 -0.256358 4.025484 0.210 0.209 -0.122 0.132
H 3.246319 2.111382 6.473374 -0.172 0.263 -0.184 0.094
H 3.885559 1.989122 4.795604 0.139 0.322 0.104 0.076
H 3.608519 0.592502 5.778484 -0.120 -0.245 -0.190 0.096
H -0.004101 2.595542 5.017384 0.183 -0.617 -0.036 0.059
H 0.995269 2.822442 6.454644 0.154 -0.094 -0.015 0.091
H 1.394069 3.562422 4.888254 0.322 0.074 0.115 0.071
C 4.577569 0.913982 1.450204 0.144 0.508 0.315 -0.287
O 4.441069 0.602242 2.638414 -0.050 0.215 -1.438 -0.019
N 3.956079 1.963382 0.837304 -0.831 -0.944 1.004 -0.204
C 4.288859 2.511692 -0.447616 1.258 -0.057 0.194 -0.046
C 3.125939 2.822202 1.631974 0.745 0.740 0.626 -0.062
H 5.283429 0.423312 0.762304 -0.065 -0.281 0.102 0.138
H 4.861169 1.761602 -0.993446 -0.237 0.124 -0.418 0.073
H 4.953629 3.358002 -0.274576 0.256 0.198 -0.147 0.095
H 3.442419 2.943152 -0.981916 -0.269 -0.624 -0.030 0.093
H 2.246669 3.114642 1.057994 -0.222 -0.097 0.391 0.086
H 2.972789 2.445952 2.643454 -0.615 -0.548 -0.426 0.070
H 3.737199 3.697882 1.850244 -0.147 0.676 -0.237 0.094
C -5.523111 -2.599878 -0.359756 -0.816 -0.552 -0.441 -0.326
O -6.490311 -3.082558 0.224604 0.690 0.475 0.136 -0.020
N -5.437851 -2.626338 -1.716916 1.035 -0.081 -0.400 -0.163
C -4.281611 -2.088468 -2.432326 -0.081 0.179 -0.787 -0.056
C -6.503401 -3.195948 -2.530356 -0.206 -0.147 0.306 -0.055
H -4.655371 -2.114308 0.112944 -0.222 -0.148 0.063 0.106
H -4.233931 -2.605798 -3.390556 -0.111 -0.021 -0.092 0.067
H -4.374961 -1.030158 -2.675956 -0.233 0.177 0.088 0.079
H -3.274531 -2.210358 -2.033526 -0.494 -0.267 0.899 0.050
H -6.993891 -4.006738 -1.991696 -0.074 0.261 0.197 0.082
H -7.236431 -2.436598 -2.802686 -0.176 0.032 0.086 0.088
H -6.153261 -3.636388 -3.463906 0.483 0.175 0.078 0.076
C -0.333771 -5.525708 -3.177076 0.717 0.946 -0.097 -0.346
O -0.397001 -5.369818 -1.976096 -0.107 -0.582 0.634 -0.002
N -0.624881 -4.536728 -4.036506 -0.699 2.557 -1.134 -0.149
C -0.479231 -4.530138 -5.507586 0.107 -1.390 1.138 -0.038
C -1.194581 -3.212478 -3.593426 0.103 -1.160 0.370 -0.023
H 0.101309 -6.424318 -3.641186 -0.285 -0.110 -0.164 0.134
H 0.161029 -3.714468 -5.843516 -0.243 -0.129 0.046 0.058
H -1.465861 -4.501578 -5.970016 0.045 0.312 -0.124 0.092
H -0.032211 -5.486368 -5.779466 0.147 0.039 -0.243 0.084
H -2.164991 -3.089228 -4.074266 0.013 0.002 0.004 0.078
H -1.335451 -3.151688 -2.514286 0.021 -0.405 -0.105 0.067
H -0.584891 -2.349128 -3.859916 0.331 -0.299 -0.312 0.053
C -3.888751 -0.053188 7.713424 1.395 -2.513 -0.599 -0.328
O -3.846771 -1.285708 7.788384 -0.875 1.530 0.137 -0.009
N -2.811631 0.629482 7.242564 0.151 2.252 -0.141 -0.155
C -1.574491 -0.013458 6.750924 0.855 0.631 0.917 -0.039
C -2.812171 2.123332 7.525454 -0.377 -0.703 0.513 -0.044
H -4.763311 0.569732 7.956964 0.123 -0.110 0.140 0.131
H -0.770031 0.348032 7.391444 0.206 0.183 0.169 0.080
H -1.247941 0.271392 5.750764 -0.659 0.229 -0.250 0.056
H -1.449961 -1.093648 6.826994 -1.134 0.045 0.127 0.087
H -2.276301 2.795252 6.855034 -0.213 -0.602 -0.677 0.073
H -3.843971 2.444612 7.667824 -0.207 -0.058 -0.843 0.070
H -2.456111 2.442282 8.505044 0.782 -0.836 0.377 0.075
```
Positions in Å, forces in eV/Å.

Values from the calculation:
- LUMO energy (eV) = -0.3
- HOMO energy (eV) = -7.73
- total charge = 0
- E_tot (a.u.) = -3230.45293
- relative energy (zero: lowest compared OMol25 entry of this formula, charge and spin) (kJ/mol) = 961.0
- orbital gap (eV) = 7.41